# 1
Molecular formula: C16H24N2O4S
Method: DFT, the ωB97M-V functional and the def2-TZVPD basis

Calculated values
**SMILES**: C=CCNC(=O)CCCCCNS(=O)(=O)c1ccc(OC)cc1
**ΔE to the lowest compared entry with this formula, charge and spin**: 30.0 kcal/mol
**Total energy**: -38986.331 eV
**Orbital gap**: 9.196 eV

Last column: natural (NBO) charge in e.
Geometry (Å):
C -2.698 -4.278 0.435  -0.40
C -3.557 -3.286 0.570  -0.17
C -3.723 -2.188 -0.436  -0.27
N -3.314 -0.919 0.127  -0.63
C -4.139 0.135 0.271  0.68
O -5.321 0.112 -0.011  -0.64
C -3.419 1.378 0.772  -0.49
C -2.861 2.140 -0.435  -0.40
C -1.830 3.199 -0.039  -0.39
C -0.462 2.618 0.329  -0.42
C 0.332 2.102 -0.874  -0.23
N -0.175 0.831 -1.359  -0.86
S 0.149 -0.558 -0.500  2.32
O -0.449 -0.440 0.802  -0.96
O -0.277 -1.633 -1.343  -0.94
C 1.923 -0.595 -0.313  -0.41
C 2.701 -1.080 -1.351  -0.16
C 4.073 -1.074 -1.229  -0.25
C 4.678 -0.577 -0.067  0.33
O 6.028 -0.613 -0.050  -0.48
C 6.712 -0.152 1.094  -0.26
C 3.880 -0.093 0.970  -0.33
C 2.501 -0.105 0.839  -0.10
H -2.587 -5.048 1.181  0.20
H -2.067 -4.357 -0.435  0.19
H -4.175 -3.199 1.454  0.20
H -3.117 -2.398 -1.323  0.20
H -4.775 -2.079 -0.719  0.24
H -2.342 -0.836 0.391  0.42
H -2.610 1.080 1.438  0.21
H -4.123 2.007 1.317  0.22
H -2.396 1.434 -1.123  0.22
H -3.692 2.620 -0.956  0.21
H -2.211 3.763 0.815  0.20
H -1.700 3.902 -0.865  0.20
H -0.581 1.801 1.039  0.23
H 0.135 3.400 0.805  0.21
H 1.393 2.004 -0.594  0.19
H 0.264 2.823 -1.692  0.21
H -0.005 0.659 -2.337  0.41
H 2.215 -1.473 -2.230  0.24
H 4.709 -1.451 -2.013  0.23
H 7.770 -0.291 0.877  0.21
H 6.517 0.909 1.277  0.18
H 6.445 -0.733 1.981  0.18
H 4.318 0.290 1.877  0.23
H 1.864 0.251 1.632  0.23

=====

# 2
Molecular formula: C6H9N2
Method: DFT, the ωB97M-V functional and the def2-TZVPD basis

Calculated values
**ΔE to the lowest compared entry with this formula, charge and spin**: 137.2 kcal/mol
**Charge**: +1
**Total energy**: -9336.303 eV
**Orbital gap (spin up / spin down)**: 8.510 / 8.511 eV

Last column: natural (NBO) charge in e.
Geometry (Å):
C 1.650 0.778 -0.738  0.35
C 2.150 -0.627 -0.623  -0.43
C -0.005 -0.538 0.788  -0.25
C 0.421 1.501 -0.143  0.14
C 1.506 -0.386 0.843  -0.06
C -2.027 0.668 -0.120  -0.41
N 1.685 1.084 0.592  -0.27
N -0.564 0.617 0.172  -0.34
H 1.739 -1.267 -1.342  0.25
H 3.171 -0.547 -0.729  0.28
H -0.254 -1.427 0.189  0.22
H -0.515 -0.516 1.771  0.25
H 0.264 2.635 -0.266  0.30
H 1.900 -0.685 1.841  0.27
H -2.274 1.576 -0.639  0.24
H -2.224 -0.049 -0.846  0.22
H -2.641 0.377 0.795  0.24

=====

# 3
Molecular formula: CH2N2O2S
Method: DFT, the ωB97M-V functional and the def2-TZVPD basis

Calculated values
**SMILES**: O=C=O.N#N.S
**ΔE to the lowest compared entry with this formula, charge and spin**: 10.0 kcal/mol
**Total energy**: -18980.893 eV
**Orbital gap**: 10.476 eV

Last column: natural (NBO) charge in e.
Geometry (Å):
O 1.599 0.634 1.754  -0.51
C 1.870 1.314 0.871  1.03
O 2.089 2.081 0.027  -0.52
N 2.087 -1.678 -0.532  0.04
N 2.001 -0.573 -0.482  -0.04
S -2.732 -0.835 -0.385  -0.30
H -2.909 0.419 -0.654  0.14
H -4.003 -1.361 -0.600  0.16

=====

# 4
Molecular formula: C4H11NO2
Method: DFT, the ωB97M-V functional and the def2-TZVPD basis

Calculated values
**ΔE to the lowest compared entry with this formula, charge and spin**: 26.8 kcal/mol
**Total energy**: -9911.079 eV
**Orbital gap**: 9.489 eV

Last column: natural (NBO) charge in e.
Geometry (Å):
C -0.076 -1.769 0.620  -0.62
C -0.808 -0.499 0.714  -0.21
N -0.791 0.272 -0.552  -0.56
C -1.228 1.705 -0.417  -0.42
H 0.934 -1.508 0.436  0.25
H -0.165 -2.345 1.537  0.23
H -0.445 -2.385 -0.237  0.19
H -1.882 -0.748 0.946  0.18
H -0.434 0.111 1.484  0.23
H -1.322 -0.288 -1.227  0.40
H 0.283 0.317 -0.924  0.47
H -2.180 1.846 0.047  0.21
H -1.070 2.158 -1.399  0.22
H -0.440 2.186 0.176  0.24
O 2.054 0.502 0.889  -0.75
C 2.403 0.254 -0.296  0.64
O 1.655 0.033 -1.303  -0.77
H 3.512 0.159 -0.494  0.07

=====

# 5
Molecular formula: C2H4O2PS
Method: DFT, the ωB97M-V functional and the def2-TZVPD basis

Calculated values
**ΔE to the lowest compared entry with this formula, charge and spin**: 48.8 kcal/mol
**Charge**: -1
**Total energy**: -26358.686 eV
**Orbital gap**: 6.003 eV

Last column: natural (NBO) charge in e.
Geometry (Å):
C 0.391 -1.410 0.429  -1.11
C -0.289 0.195 -1.171  -0.89
O -2.094 0.102 1.258  -1.11
O 0.134 1.416 1.206  -1.00
P -0.648 0.061 0.632  2.00
S 1.292 -0.662 -0.999  0.03
H 1.113 -1.733 1.158  0.17
H -0.854 -0.372 -1.853  0.23
H -0.046 1.135 -1.514  0.21
H 1.000 1.267 0.855  0.47

=====

# 6
Molecular formula: C6H17N
Method: DFT, the ωB97M-V functional and the def2-TZVPD basis

Calculated values
**SMILES**: CCCCC.CN
**ΔE to the lowest compared entry with this formula, charge and spin**: 70.0 kcal/mol
**Total energy**: -7984.753 eV
**Orbital gap**: 10.526 eV

Last column: natural (NBO) charge in e.
Geometry (Å):
C -2.754 -0.531 -1.543  -0.64
C -1.693 0.261 -0.523  -0.42
C -0.656 -0.632 0.050  -0.40
C -0.071 -0.085 1.531  -0.42
C 0.904 -1.108 1.929  -0.62
H -2.335 -1.149 -2.457  0.21
H -3.541 -1.122 -0.972  0.21
H -3.464 0.150 -2.078  0.21
H -2.323 0.544 0.267  0.20
H -1.306 1.223 -0.927  0.21
H -1.051 -1.673 0.237  0.22
H 0.441 -0.534 -0.458  0.21
H -0.746 0.221 2.337  0.20
H 0.315 0.852 1.294  0.19
H 1.464 -1.153 0.983  0.20
H 1.521 -0.831 3.006  0.21
H 0.553 -2.261 2.074  0.22
C 1.826 1.123 -1.188  -0.43
N 2.796 0.989 -0.066  -0.83
H 2.019 0.258 -1.926  0.19
H 0.756 1.106 -0.877  0.17
H 2.128 2.074 -1.682  0.20
H 2.779 1.943 0.398  0.35
H 2.438 0.335 0.590  0.35